# 1
11
Properties=species:S:1:pos:R:3 method="wB97M-V/def2-TZVPD" multiplicity=1 total_energy_ev=-9133.184 total_charge=0 smiles="N#CN1CCN=N1" homo_lumo_gap_ev=10.39 homo_ha=-0.35951 e_above_lowest_kj_mol=354.5
C -1.59 -0.17 1.42
C 1.16 0.15 -0.79
C -0.33 0.00 -0.67
N -2.65 -0.02 1.85
N 1.66 -0.14 0.58
N 0.77 -0.37 1.35
N -0.48 -0.22 0.73
H 1.56 -0.52 -1.54
H 1.51 1.20 -0.74
H -1.03 0.88 -0.85
H -0.59 -0.78 -1.34

***

# 2
11
Properties=species:S:1:pos:R:3 method="wB97M-V/def2-TZVPD" multiplicity=1 total_energy_ev=-9131.719 total_charge=0 homo_lumo_gap_ev="8.21 / 8.21" homo_ha="-0.29723 / -0.29726" e_above_lowest_kj_mol=495.8
N 1.97 -0.14 -0.57
C 0.70 -0.25 -0.13
C 0.17 0.75 0.59
N -1.13 0.70 1.01
C -2.02 -0.07 0.67
N -1.72 -1.09 -0.81
N -0.60 -1.13 -1.20
H 2.59 0.57 -0.19
H 2.46 -0.92 -0.97
H 0.66 1.67 0.85
H -3.08 -0.09 0.75

***

# 3
12
Properties=species:S:1:pos:R:3 method="wB97M-V/def2-TZVPD" multiplicity=1 total_energy_ev=-11174.093 total_charge=0 homo_lumo_gap_ev=6.80 homo_ha=-0.34282 e_above_lowest_kj_mol=952.9
C 0.02 -1.50 -1.05
C -0.12 -1.40 0.20
C -0.30 -0.06 0.88
H 1.22 2.57 -0.23
H -0.08 -2.49 -1.36
H -0.17 -2.20 0.82
H -0.19 1.40 1.89
N -0.32 0.77 -0.13
N 0.21 0.77 -1.35
N 0.53 -0.41 -1.95
N -0.40 0.36 2.07
O -0.41 2.19 0.22

***

# 4
12
Properties=species:S:1:pos:R:3 method="wB97M-V/def2-TZVPD" multiplicity=1 total_energy_ev=-11177.522 total_charge=0 homo_lumo_gap_ev=8.52 homo_ha=-0.33334 e_above_lowest_kj_mol=622.0
C -1.90 0.26 0.64
C -0.39 0.01 0.26
C 2.31 0.03 0.07
H -3.44 0.07 -0.62
H -1.84 1.59 0.50
H -2.07 -0.29 1.85
H 3.44 0.02 0.12
N 0.17 1.17 -0.15
N 1.54 1.10 -0.21
N 1.47 -1.22 -0.10
N 0.21 -1.16 0.09
O -2.50 -0.30 -0.63

***

# 5
12
Properties=species:S:1:pos:R:3 method="wB97M-V/def2-TZVPD" multiplicity=1 total_energy_ev=-11178.234 total_charge=0 homo_lumo_gap_ev=8.77 homo_ha=-0.34097 e_above_lowest_kj_mol=553.4
C 0.98 0.81 0.08
C -0.36 0.26 0.14
C -1.56 0.94 -0.04
H 2.78 -1.37 0.07
H 1.10 1.97 -0.23
H -1.74 2.03 0.30
H 0.03 -1.79 -0.16
N 2.24 0.34 -0.03
N -2.60 0.12 -0.21
N -2.16 -1.25 -0.01
N -0.76 -1.07 0.22
O 2.06 -1.00 -0.13

***

# 6
12
Properties=species:S:1:pos:R:3 method="wB97M-V/def2-TZVPD" multiplicity=1 total_energy_ev=-11178.050 total_charge=0 homo_lumo_gap_ev=9.75 homo_ha=-0.33585 e_above_lowest_kj_mol=571.1
C 0.32 0.07 0.09
C -0.47 -0.24 -1.11
N 1.27 1.12 0.08
O -1.55 0.26 1.56
N -1.05 0.42 0.26
N -0.57 -0.55 -2.26
C 0.94 -1.29 0.65
N 1.10 -2.34 1.10
H -2.19 0.96 1.73
H 1.35 1.58 0.98
H 2.19 0.84 -0.23
H -1.34 -0.83 -2.85

***

# 7
12
Properties=species:S:1:pos:R:3 method="wB97M-V/def2-TZVPD" multiplicity=1 total_energy_ev=-11177.249 total_charge=0 smiles="C/N=c1/nncno1" homo_lumo_gap_ev=8.02 homo_ha=-0.34382 e_above_lowest_kj_mol=648.4
C 2.57 -0.45 -0.04
C 0.41 0.49 -0.10
C -2.08 -0.54 -0.07
H 3.45 -0.04 -0.59
H 2.17 -1.50 -0.46
H 3.01 -0.34 0.94
H -3.03 -1.06 -0.65
N 1.71 0.71 -0.06
N -0.63 1.49 -0.05
N -1.74 0.92 0.14
N -1.06 -1.40 -0.03
O 0.12 -0.77 0.26

***

# 8
12
Properties=species:S:1:pos:R:3 method="wB97M-V/def2-TZVPD" multiplicity=1 total_energy_ev=-11181.426 total_charge=0 smiles="[H]/N=C/n1cnnc1O" homo_lumo_gap_ev=10.45 homo_ha=-0.36247 e_above_lowest_kj_mol=245.4
C 0.68 -0.85 -0.34
C 0.77 0.51 1.33
C -1.07 0.75 -0.12
H 0.93 -1.86 -1.79
H 0.51 1.33 2.14
H -1.60 1.24 0.79
H -2.60 0.94 -1.28
N 1.86 -1.06 0.20
N 1.89 -0.13 1.38
N 0.06 0.15 0.21
N -1.56 0.62 -1.29
O 0.14 -1.65 -1.22

***

# 9
12
Properties=species:S:1:pos:R:3 method="wB97M-V/def2-TZVPD" multiplicity=1 total_energy_ev=-11178.386 total_charge=0 homo_lumo_gap_ev=7.05 homo_ha=-0.31057 e_above_lowest_kj_mol=538.7
C 1.00 -0.46 -0.14
C -0.41 1.44 0.10
C -1.16 0.24 0.12
H 2.85 -0.91 -0.16
H 1.85 1.27 -0.12
H -0.64 2.41 0.45
H -0.88 -1.70 0.41
N 1.97 -1.30 0.02
N 0.87 0.94 -0.36
N -2.54 0.15 -0.16
N -0.42 -0.92 0.04
O -2.50 -1.18 -0.19

***

# 10
12
Properties=species:S:1:pos:R:3 method="wB97M-V/def2-TZVPD" multiplicity=1 total_energy_ev=-11181.059 total_charge=0 homo_lumo_gap_ev=10.33 homo_ha=-0.36195 e_above_lowest_kj_mol=280.8
C 0.63 -0.37 0.97
C -0.42 0.31 -1.75
C -1.62 -0.23 0.13
H 2.19 -0.41 2.03
H 1.59 1.07 0.23
H -0.30 0.07 -2.79
H -2.54 -0.24 0.76
N 1.38 -0.93 1.79
N 0.64 0.82 0.17
N 0.72 0.64 -1.23
N -1.60 0.15 -1.07
O -0.66 -0.88 0.76

***

# 11
12
Properties=species:S:1:pos:R:3 method="wB97M-V/def2-TZVPD" multiplicity=1 total_energy_ev=-11182.193 total_charge=0 smiles="[H]/N=C1/N=CC(=O)N1N" homo_lumo_gap_ev=9.18 homo_ha=-0.37740 e_above_lowest_kj_mol=171.3
C -1.08 -0.48 -0.13
C 0.64 -1.74 0.00
C 1.19 -0.38 -0.06
H 0.59 2.23 -0.56
H 0.42 1.86 1.01
H -2.34 0.92 -0.07
H 1.20 -2.62 0.24
N -0.07 1.71 0.07
N 0.04 0.41 -0.36
N -2.28 -0.12 -0.02
N -0.64 -1.79 -0.04
O 2.33 -0.01 -0.08

***

# 12
12
Properties=species:S:1:pos:R:3 method="wB97M-V/def2-TZVPD" multiplicity=1 total_energy_ev=-11182.210 total_charge=0 smiles="[H]/N=C/n1cnnc1O" homo_lumo_gap_ev=10.25 homo_ha=-0.35358 e_above_lowest_kj_mol=169.7
C -0.73 0.92 -0.02
C -1.16 -1.18 0.00
C 1.34 -0.66 0.01
H -0.67 2.71 0.38
H -1.11 -2.25 0.05
H 1.38 -1.67 0.30
H 3.10 -0.19 -0.19
N -1.99 0.85 -0.17
N -2.30 -0.54 -0.18
N -0.03 -0.29 0.09
N 2.20 0.25 -0.26
O -0.02 2.04 0.01

***

# 13
12
Properties=species:S:1:pos:R:3 method="wB97M-V/def2-TZVPD" multiplicity=1 total_energy_ev=-11179.116 total_charge=0 smiles="Nc1n[nH]cc1N=O" homo_lumo_gap_ev=8.98 homo_ha=-0.32851 e_above_lowest_kj_mol=468.2
C -0.11 -0.41 0.49
C -0.62 1.22 -0.77
C 0.51 0.59 -0.22
H 1.62 -1.38 0.83
H 0.46 -1.85 1.80
H -2.83 0.79 -0.28
H -0.44 2.22 -1.49
N 0.56 -1.54 0.87
N -1.39 -0.20 0.73
N -1.72 0.76 -0.16
N 1.60 0.30 -1.15
O 2.35 -0.50 -0.65

***

# 14
12
Properties=species:S:1:pos:R:3 method="wB97M-V/def2-TZVPD" multiplicity=1 total_energy_ev=-11176.640 total_charge=0 homo_lumo_gap_ev=9.12 homo_ha=-0.34109 e_above_lowest_kj_mol=707.1
C -1.56 -0.40 0.68
C 1.42 1.00 -0.68
C 0.81 -0.29 -0.22
H -2.54 -1.85 1.20
H -2.23 0.55 1.29
H 2.26 1.36 -1.14
H 2.73 -0.76 -0.22
N -1.75 -1.75 0.61
N -0.54 0.11 0.01
N 0.51 1.93 -0.71
N 1.64 -1.35 -0.31
O -0.75 1.46 -0.50

***

# 15
15
Properties=species:S:1:pos:R:3 method="wB97M-V/def2-TZVPD" multiplicity=1 total_energy_ev=-17317.620 total_charge=0 homo_lumo_gap_ev="7.39 / 7.39" homo_ha="-0.31675 / -0.31668" e_above_lowest_kj_mol=200.7
C 1.62 0.16 0.04
C 0.19 -0.23 0.13
C -2.22 -0.07 -0.17
N 2.37 -0.89 -0.01
N 0.25 -1.61 0.16
N -0.94 0.46 0.30
N 2.05 1.50 -0.04
O -0.66 -2.42 0.14
O 3.15 1.85 -0.23
O 1.09 2.26 -0.03
O 1.64 -1.97 0.08
H -2.35 -0.02 -1.23
H -2.56 -1.01 0.30
H -2.92 0.48 0.42
H -0.72 1.50 0.16

***

# 16
13
Properties=species:S:1:pos:R:3 method="wB97M-V/def2-TZVPD" multiplicity=3 s2=2.013 total_energy_ev=-27708.104 total_charge=0 homo_lumo_gap_ev="6.03 / 6.63" homo_ha="-0.21820 / -0.34870"
C 0.24 -0.21 0.18
C -0.90 -0.43 -0.56
C 0.89 0.87 -0.47
N 0.18 1.26 -1.52
N 3.88 -0.68 -0.92
N -0.89 0.48 -1.56
N 2.71 1.57 1.43
P 5.05 -1.06 -0.14
P 2.46 1.71 -0.10
H 0.56 -0.75 1.05
H -1.68 -1.16 -0.47
H -1.58 0.61 -2.28
H 2.01 1.06 1.97

***

# 17
9
Properties=species:S:1:pos:R:3 method="wB97M-V/def2-TZVPD" multiplicity=1 total_energy_ev=-6699.780 total_charge=+1 homo_lumo_gap_ev="8.30 / 8.70" homo_ha="-0.53877 / -0.55447" e_above_lowest_kj_mol=471.8
C 1.08 -0.11 -0.13
C -0.07 -1.03 -0.24
C -1.81 0.37 0.50
N 0.84 1.07 0.20
O -1.17 -0.51 0.03
H 2.05 -0.57 -0.34
H 0.02 -2.07 -0.50
H -2.52 1.11 0.17
H 1.58 1.75 0.32

***

# 18
9
Properties=species:S:1:pos:R:3 method="wB97M-V/def2-TZVPD" multiplicity=1 total_energy_ev=-6698.316 total_charge=+1 homo_lumo_gap_ev="7.80 / 7.78" homo_ha="-0.56920 / -0.57019" e_above_lowest_kj_mol=613.1
C 2.88 0.99 -1.99
C 2.40 0.85 -0.85
C -0.03 -0.43 -0.63
N -0.62 -0.71 0.50
O 1.31 1.01 -0.36
H 0.63 -1.29 -0.91
H -0.57 0.22 -1.35
H -0.54 -1.73 0.84
H -1.39 -0.16 0.85

***

# 19
9
Properties=species:S:1:pos:R:3 method="wB97M-V/def2-TZVPD" multiplicity=1 total_energy_ev=-6700.482 total_charge=+1 homo_lumo_gap_ev=8.08 homo_ha=-0.52876 e_above_lowest_kj_mol=404.1
C 1.11 0.35 0.26
C 0.68 0.13 -0.86
C -1.37 -0.51 -1.27
N 1.07 0.37 1.54
O -0.15 -0.65 -1.44
H -1.76 0.13 -0.51
H -2.08 -1.04 -1.86
H 0.60 1.02 2.06
H 1.90 0.20 2.08

***

# 20
10
Properties=species:S:1:pos:R:3 method="wB97M-V/def2-TZVPD" multiplicity=1 total_energy_ev=-8750.402 total_charge=+1 smiles="[NH3+]C(=O)C=C=O" homo_lumo_gap_ev=9.57 homo_ha=-0.54271 e_above_lowest_kj_mol=249.5
C -0.67 -0.59 1.11
C -0.46 0.93 0.07
C -0.10 -1.63 0.68
N 0.56 0.66 -0.96
O 0.54 -2.51 0.23
O -0.82 1.99 0.40
H -1.09 -0.51 2.13
H 0.09 0.06 -1.79
H 1.20 0.01 -0.50
H 0.75 1.60 -1.38